{
  "formula": "C13H4Br4ClO4Re",
  "method": "the ωB97M-V functional and the def2-TZVPD basis",
  "multiplicity": 2,
  "s_squared": 0.763,
  "relative_energy_kcal_mol": 0.6,
  "homo_energy_ev": [-11.75, -11.75],
  "total_charge": 1,
  "elements": ["Re", "Br", "C", "C", "Br", "C", "Br", "C", "O", "C", "O", "C", "Br", "Cl", "C", "C", "C", "C", "O", "C", "C", "O", "C", "H", "H", "H", "H"],
  "xyz": [[-0.429, 1.483, -2.302], [-3.251, -3.825, 0.280], [-2.524, -2.131, -0.068], [-3.057, -0.994, 0.764], [-4.367, -1.437, 2.031], [-2.681, 0.337, 0.759], [-3.279, 1.651, 1.899], [-1.641, 0.751, -0.230], [-1.326, 2.016, -0.671], [-0.919, -0.789, -1.357], [-0.180, -0.430, -2.461], [-1.534, -2.112, -1.033], [-0.836, -3.565, -1.920], [3.794, -0.339, 2.890], [3.031, 0.325, 1.496], [3.708, 1.229, 0.695], [3.063, 1.740, -0.414], [1.769, 1.360, -0.725], [1.272, 1.975, -1.881], [1.050, 0.438, 0.074], [-0.357, -0.128, -0.054], [-2.077, 0.095, -1.460], [1.736, -0.056, 1.187], [4.718, 1.526, 0.936], [3.554, 2.449, -1.067], [-0.483, -0.802, 0.787], [1.248, -0.765, 1.843]],
  "forces_ev_per_angstrom": [[-0.3036, -0.8438, 0.9612], [-0.0093, -0.1710, -0.0172], [1.0985, -0.2532, -1.1815], [0.2264, 1.6062, 0.1790], [-0.1045, 0.0335, 0.1318], [-0.3946, -1.2345, 0.0041], [-0.1300, 0.2949, 0.2265], [0.0255, -0.6804, 0.6162], [0.4818, 0.5008, -0.8351], [-0.1052, -0.4090, 0.8189], [0.3031, 0.8863, -0.5550], [-0.9532, -0.0408, 0.8781], [0.1486, -0.3000, -0.2092], [-0.0510, 0.0459, -0.0952], [0.1676, 0.0368, 0.0559], [0.0113, 0.0052, 0.0005], [0.0348, 0.0409, -0.0333], [0.2187, -0.1950, 0.4075], [-1.0418, -0.3544, -0.1890], [0.0842, 0.0366, 0.0049], [-0.2523, 0.1050, -0.3047], [0.7389, 0.8020, -0.6192], [-0.1622, 0.0239, -0.1369], [-0.0062, 0.0038, -0.0091], [0.0266, 0.0085, 0.0054], [-0.0401, 0.0408, -0.0817], [-0.0121, 0.0112, -0.0230]]
}

---

{
  "formula": "C13H52N12O13",
  "method": "the ωB97M-V functional and the def2-TZVPD basis",
  "relative_energy_kcal_mol": 156.5,
  "homo_energy_ev": -8.38,
  "elements": ["C", "O", "N", "N", "H", "H", "H", "H", "C", "O", "N", "N", "H", "H", "H", "H", "C", "O", "N", "N", "H", "H", "H", "H", "C", "O", "N", "N", "H", "H", "H", "H", "C", "O", "N", "N", "H", "H", "H", "H", "C", "O", "N", "N", "H", "H", "H", "H", "C", "O", "H", "H", "H", "H", "C", "O", "H", "H", "H", "H", "C", "O", "H", "H", "H", "H", "C", "O", "H", "H", "H", "H", "C", "O", "H", "H", "H", "H", "C", "O", "H", "H", "H", "H", "C", "O", "H", "H", "H", "H"],
  "xyz": [[3.535, -0.807, -0.101], [2.584, -1.271, -0.884], [3.627, 0.473, 0.261], [4.293, -1.683, 0.476], [2.934, 1.121, -0.009], [4.478, 0.972, 0.623], [4.366, -2.701, 0.149], [4.999, -1.576, 1.200], [2.350, 3.425, 0.149], [3.417, 4.215, -0.032], [1.880, 2.605, -0.815], [1.716, 3.290, 1.312], [2.293, 2.571, -1.746], [0.964, 2.151, -0.678], [2.097, 3.925, 2.035], [1.045, 2.561, 1.611], [2.428, -2.792, 3.173], [3.625, -2.361, 3.734], [1.571, -3.429, 3.893], [2.006, -2.677, 1.916], [1.763, -3.308, 4.885], [0.767, -3.893, 3.570], [2.698, -2.112, 1.356], [1.019, -2.523, 1.629], [-3.110, 0.549, 1.964], [-3.300, -0.783, 1.633], [-2.891, 1.384, 0.988], [-3.134, 1.113, 3.147], [-3.087, 1.033, 0.020], [-2.657, 2.367, 1.147], [-3.316, 0.536, 4.080], [-2.743, 2.066, 3.269], [-1.066, -3.162, 2.336], [-0.444, -2.321, 1.419], [-2.125, -2.844, 2.889], [-0.733, -4.364, 2.645], [-2.673, -2.015, 2.542], [-2.480, -3.312, 3.733], [-0.065, -4.925, 2.110], [-1.277, -4.962, 3.196], [-0.733, 2.561, -2.965], [0.564, 2.078, -3.067], [-1.759, 1.907, -3.473], [-1.001, 3.738, -2.599], [-1.448, 0.978, -3.879], [-2.688, 2.302, -3.489], [-0.326, 4.133, -1.965], [-1.968, 4.071, -2.652], [-0.093, -0.022, -1.011], [-0.341, 1.131, -0.289], [0.070, -0.858, -0.395], [0.784, 0.121, -1.577], [-0.904, -0.306, -1.642], [-1.177, 1.005, 0.253], [0.872, 0.161, 2.567], [-0.257, 0.934, 2.697], [0.986, -0.326, 1.632], [0.852, -0.602, 3.358], [1.641, 0.932, 2.739], [-1.017, 0.435, 2.709], [-0.254, -1.720, -3.729], [-0.347, -0.337, -4.140], [0.447, -1.960, -2.995], [-0.237, -2.506, -4.408], [-1.156, -1.853, -3.182], [0.545, -0.070, -4.037], [-1.107, 4.385, 0.671], [-2.460, 4.096, 1.141], [-0.772, 3.399, 0.360], [-0.517, 4.764, 1.546], [-1.209, 5.053, -0.261], [-2.781, 4.612, 1.848], [4.020, 0.937, -3.002], [2.670, 0.606, -3.150], [4.577, 0.113, -2.647], [4.172, 1.722, -2.258], [4.397, 1.227, -3.966], [2.113, 1.352, -2.961], [-4.211, -0.649, -2.158], [-3.440, 0.368, -1.454], [-3.569, -1.479, -2.339], [-4.604, -0.322, -3.083], [-4.910, -1.011, -1.433], [-2.814, 0.655, -2.108], [-1.242, -4.089, -0.724], [-1.852, -2.839, -0.833], [-0.186, -4.103, -0.387], [-1.364, -4.332, -1.777], [-1.844, -4.734, -0.080], [-1.458, -2.158, -0.229]],
  "forces_ev_per_angstrom": [[-5.0968, -0.8336, -3.7631], [3.0756, 1.8732, 2.4788], [2.2340, 1.5294, 1.2291], [4.1923, -5.0329, 1.1582], [-0.9406, 0.2935, -0.7865], [-1.1727, -1.4436, -0.4538], [-0.8667, 2.5135, 0.1488], [-0.5486, 0.9300, -0.0785], [4.6604, 2.0480, -2.2833], [-4.6239, -3.1141, 1.0387], [-0.1144, 0.1716, -0.3509], [-0.1076, 1.1695, 2.9317], [-0.3054, 0.6309, 0.8932], [0.6451, 0.2092, -0.2212], [-0.5056, -0.9057, -0.6302], [0.7179, 0.6278, -0.7743], [5.9063, 2.6127, 0.4057], [-5.3918, -1.7144, -2.9596], [-0.3357, -0.6862, 4.9861], [3.4177, 1.7323, -2.1370], [-0.3116, -0.5844, -0.3022], [-0.5067, -0.1673, -0.1851], [-1.3515, -1.3025, 0.8040], [0.2481, -0.3101, 0.4502], [-1.2059, -6.0706, -2.8442], [0.4598, 5.4676, 2.4134], [0.3959, 0.6275, -2.4711], [-0.3107, -0.7222, 5.7709], [0.0169, 0.1926, 0.9282], [-0.5133, -0.1961, -0.0627], [0.6983, 1.6986, -3.1591], [-0.5481, -1.2133, -0.1496], [3.9393, 4.2100, -6.5590], [-3.0984, -3.6753, 3.9034], [-6.5043, 3.6742, 3.5508], [4.3660, -4.9644, -1.1315], [0.4071, 0.0358, 0.0840], [0.2812, 0.1591, -1.0315], [-0.1010, 0.8969, 0.0344], [-1.2272, -0.3772, 0.7242], [6.5586, -4.9709, -2.8826], [-6.4208, 2.3974, 0.5710], [-0.0215, -3.0132, -0.9235], [-0.6446, 4.7780, 2.3071], [-0.7906, 0.8996, 0.2112], [0.2425, -0.2655, -0.1816], [-0.0947, 0.5992, -0.1792], [0.9246, 0.0093, 0.4269], [-0.1951, -0.7201, -0.4794], [-2.0656, 1.0566, 1.6205], [0.4628, -1.0179, 1.1111], [0.8889, 0.0729, -0.6976], [-0.7310, 0.1317, -0.6972], [1.5077, 0.2564, -0.6717], [1.3096, 0.1977, 1.6073], [0.3866, 3.1050, -0.1472], [0.0664, -0.1759, -1.0064], [0.5852, 0.1176, -0.1483], [0.5091, -1.0721, -0.0517], [-2.3798, -1.9799, -0.0215], [-2.4636, 1.2810, 1.1260], [-0.0554, -2.2055, -0.6091], [1.8924, 0.4294, 1.0764], [0.2461, -0.7299, -2.3057], [-1.0783, -0.5169, 0.4661], [1.5176, 1.4946, -0.0175], [-1.2853, 0.6274, 0.2034], [0.5158, -0.9599, -1.4391], [0.4759, 0.2174, -0.0572], [-0.2456, -0.0724, -1.3617], [0.5428, -0.5890, 1.7732], [-0.0880, 1.3181, 1.0621], [-0.4780, 0.8576, -0.0498], [0.0728, -1.0137, -0.0994], [0.4767, -1.2302, 0.3115], [0.0797, 0.2656, -0.1453], [0.5971, 0.3973, -0.4057], [-0.5782, 0.3445, -0.2636], [1.1549, -0.0675, 1.9007], [-1.0369, -0.4870, -0.9477], [0.6837, -0.7493, -0.2649], [-0.7731, 0.6903, -0.7615], [-0.8535, 0.0354, 0.0492], [0.9158, 0.5175, -0.2387], [-0.0790, 0.1778, -0.7128], [0.0138, 2.3980, 0.9313], [-0.4953, 0.2342, -0.3555], [0.6492, -1.5143, 0.0606], [0.0618, -0.3292, -0.0033], [-0.4576, -1.2163, -0.2888]]
}

---

{
  "formula": "C13H52N12O13",
  "method": "the ωB97M-V functional and the def2-TZVPD basis",
  "relative_energy_kcal_mol": 71.0,
  "homo_energy_ev": -8.40,
  "elements": ["C", "O", "H", "H", "H", "H", "C", "O", "H", "H", "H", "H", "C", "O", "H", "H", "H", "H", "C", "O", "H", "H", "H", "H", "C", "O", "H", "H", "H", "H", "C", "O", "H", "H", "H", "H", "C", "O", "H", "H", "H", "H", "C", "O", "N", "N", "H", "H", "H", "H", "C", "O", "N", "N", "H", "H", "H", "H", "C", "O", "N", "N", "H", "H", "H", "H", "C", "O", "N", "N", "H", "H", "H", "H", "C", "O", "N", "N", "H", "H", "H", "H", "C", "O", "N", "N", "H", "H", "H", "H"],
  "xyz": [[-0.007, 0.716, -5.037], [1.153, 0.391, -4.435], [-0.335, 1.755, -5.040], [-0.043, 0.473, -6.099], [-0.828, 0.159, -4.585], [1.837, 1.020, -4.675], [3.491, -1.926, -1.944], [3.055, -1.370, -3.250], [4.577, -1.994, -1.887], [3.212, -1.164, -1.216], [3.019, -2.896, -1.788], [2.164, -1.021, -3.176], [-2.104, 3.245, 3.446], [-1.001, 2.577, 3.065], [-2.151, 3.195, 4.534], [-1.990, 4.321, 3.314], [-3.036, 2.798, 3.100], [-0.943, 1.872, 3.714], [0.212, -4.487, 1.352], [-0.542, -3.506, 0.653], [0.158, -5.533, 1.052], [1.260, -4.243, 1.526], [-0.127, -4.424, 2.386], [0.055, -2.852, 0.283], [3.911, -0.332, 1.670], [5.058, 0.435, 1.340], [3.716, -0.292, 2.741], [3.047, 0.066, 1.138], [4.056, -1.391, 1.453], [5.699, -0.177, 0.970], [-3.288, -1.286, 2.158], [-2.561, -0.038, 2.342], [-4.309, -1.180, 1.792], [-2.624, -1.746, 1.426], [-3.293, -1.783, 3.129], [-1.747, -0.191, 2.828], [-0.400, -3.601, -3.006], [-1.419, -3.298, -2.119], [0.263, -4.359, -2.590], [-0.672, -3.976, -3.993], [0.301, -2.770, -3.086], [-1.063, -2.710, -1.448], [0.024, -0.068, -0.664], [-0.671, -1.067, -0.680], [0.640, 0.322, -1.739], [0.300, 0.600, 0.400], [1.395, 0.981, -1.617], [0.463, 0.030, -2.690], [0.970, 1.353, 0.475], [-0.455, 0.440, 1.052], [3.927, 2.112, -2.508], [2.734, 1.952, -2.345], [4.554, 3.212, -2.066], [4.769, 1.253, -3.044], [3.804, 3.887, -2.018], [5.561, 3.276, -2.032], [5.743, 1.517, -3.084], [4.489, 0.285, -3.107], [-4.621, -1.560, -1.518], [-5.773, -1.177, -1.648], [-4.163, -2.735, -1.199], [-3.640, -0.669, -1.429], [-4.786, -3.499, -0.982], [-3.172, -2.917, -1.127], [-2.672, -0.946, -1.338], [-3.928, 0.286, -1.270], [-3.884, 2.511, 0.140], [-4.298, 3.324, -0.669], [-4.686, 1.984, 1.042], [-2.663, 2.065, 0.047], [-4.286, 1.201, 1.540], [-5.560, 2.402, 1.329], [-2.278, 1.554, 0.829], [-2.035, 2.551, -0.578], [0.299, -1.695, 4.000], [-0.356, -0.962, 3.259], [-0.078, -2.244, 5.146], [1.538, -2.008, 3.781], [0.597, -2.960, 5.377], [-1.055, -2.087, 5.345], [2.092, -1.606, 3.039], [1.956, -2.693, 4.394], [0.709, 4.346, 0.377], [1.352, 5.039, -0.437], [-0.565, 4.288, 0.361], [1.235, 3.785, 1.433], [-0.985, 4.904, -0.320], [-1.045, 3.886, 1.153], [2.220, 3.836, 1.649], [0.521, 3.238, 1.893]],
  "forces_ev_per_angstrom": [[-3.0980, 0.3415, -1.8443], [2.0466, -0.3205, 0.7652], [0.4375, 0.4019, 0.6331], [0.2308, -0.3940, -0.2714], [0.0224, -0.1219, 0.1492], [0.2047, 0.0110, 0.2544], [-1.0568, 1.3875, -1.3428], [1.6439, -0.9859, 1.0400], [-0.0292, -0.1813, -0.5370], [-0.2295, -0.3781, 0.4820], [0.0755, 0.0752, 0.2334], [-0.1536, 0.1094, 0.1725], [-2.3522, 1.7221, 2.2644], [2.4619, -1.7635, -0.9402], [-0.3771, 0.0296, 0.3901], [-0.3015, 0.0102, -0.8035], [-0.0755, 0.3843, -0.5159], [0.6291, -0.4583, -0.4597], [0.0511, 0.6898, 1.5958], [0.5416, -0.9336, -0.0355], [-0.3819, 0.2282, -0.6534], [0.3353, 0.2208, -0.7847], [-0.4584, -0.4553, 0.2560], [-0.1207, 0.2899, -0.0643], [0.0067, 0.0147, 0.1442], [0.0468, -0.2758, 0.0072], [0.0386, 0.3331, 0.1917], [-0.0951, -0.1851, -0.0379], [-0.1106, -0.0756, -0.3424], [0.1458, 0.2093, -0.0067], [2.0660, 0.5292, 0.0848], [-1.9898, 1.4328, -0.3665], [0.2275, 0.5090, -0.0709], [-0.7305, -1.0989, 0.0056], [-0.1268, -0.4375, -0.1666], [0.0907, -0.7527, 0.1513], [1.7841, -0.2016, 0.3868], [-1.1079, -0.3446, -0.4703], [0.0077, -0.6293, 0.1630], [-0.6583, 0.3871, 0.1488], [-0.1296, 0.4958, -0.5832], [0.1541, 0.3311, 0.0770], [0.5957, -1.6447, -2.9311], [-2.1289, -1.7129, 0.7287], [1.7922, 1.2529, -2.0506], [-0.2544, 1.3505, 4.0998], [-0.1315, 0.3313, -0.7060], [-0.0736, -0.1786, 0.4863], [-0.5448, 0.1123, -0.1427], [0.6261, 0.3066, 0.9887], [0.7425, 0.2527, 1.1513], [-0.9246, -0.1718, -0.4071], [-1.0248, 0.8086, 0.0779], [1.2371, -2.1749, -1.0958], [1.0062, 1.2588, 0.7758], [-0.6156, 0.7398, -0.0420], [-0.2909, -0.4548, -0.1360], [-0.0357, -0.0889, -0.3364], [-1.0001, 2.5347, 1.0490], [-0.9905, -0.8323, -0.3490], [0.0714, -4.5807, 0.6126], [1.6896, 2.4167, -0.5826], [0.0775, 0.2461, -0.4235], [-0.3400, -0.0745, -0.1408], [-0.1125, 0.3874, 0.2024], [0.3520, -0.1776, -0.4000], [-2.2462, 2.1771, -2.2444], [-0.3571, 1.3759, -0.6230], [-0.5126, -1.7442, 2.4040], [3.2923, -1.4892, 0.5593], [-0.4826, 0.0837, 0.4719], [0.3448, -0.1556, -0.4918], [0.1284, -0.1570, -0.1321], [-0.2353, -0.1687, 0.1241], [-1.4016, 1.6671, -1.0342], [0.1991, 0.0872, 0.5872], [-1.2945, 0.1465, 0.5802], [4.1188, -0.8647, -1.4207], [-1.5578, -0.2955, 1.3192], [0.2197, -1.0004, 0.6877], [-0.3738, -0.2017, 0.1110], [0.5308, 0.4252, -0.5568], [4.5677, 3.6895, -2.2587], [-0.1037, -0.8232, 0.1584], [-4.8677, -0.2718, -0.8123], [1.0245, -2.0313, 1.9437], [-0.5114, -0.3275, 0.2975], [-0.4917, 0.3514, -0.5456], [-0.4538, -0.2022, -0.0852], [1.0767, -0.3272, 1.2325]]
}